(1)
The following is a DFT calculation (ωB97M-V/def2-TZVPD) of a cluster of 2 separate species, C2H6ClN in total at a distorted geometry.

CARTESIAN COORDINATES (ANGSTROEM)
C: -0.23652 1.07092 -0.24398
C: 0.41052 0.04773 0.65396
N: -0.43895 -1.72950 -0.04968
Cl: 2.11151 0.01392 0.64483
H: -0.07292 2.07019 0.22146
H: -1.23499 0.82123 -0.18267
H: 0.15943 1.23927 -1.30003
H: -0.07631 0.01363 1.57217
H: -0.96703 -1.28206 -0.89336
H: 0.34527 -2.26533 -0.42268

Summary:
Energy above the lowest of the compared OMol25 structures with the same formula, charge and spin (kJ/mol): 258.6
Spin multiplicity: 1
Highest occupied orbital energy (eV): -9.232

(2)
The following is a DFT calculation (ωB97M-V/def2-TZVPD) of a cluster of 2 separate species, C2H6ClN2 in total at a distorted geometry.

CARTESIAN COORDINATES (ANGSTROEM)
C: -0.81410 0.12998 -0.47474
C: 1.06551 0.88925 0.76949
N: -1.76483 -0.76960 -0.68454
N: 0.11500 -0.00287 0.51750
Cl: 3.18618 -0.43550 -0.30411
H: -0.67868 0.88904 -1.15308
H: 1.02641 1.75509 0.19454
H: 1.53873 0.72501 1.83215
H: -2.31542 -0.69255 -1.50626
H: -1.72676 -1.68684 -0.22600
H: 0.36798 -0.80101 1.03505

Summary:
Energy above the lowest of the compared OMol25 structures with the same formula, charge and spin (kJ/mol): 324.5
Spin multiplicity: 1
Highest occupied orbital energy (eV): -13.574
Charge: +1

(3)
The following is a DFT calculation (ωB97M-V/def2-TZVPD) of a cluster of 2 separate species, C2H6ClN2O in total at a distorted geometry.

CARTESIAN COORDINATES (ANGSTROEM)
C: -0.75503 -0.01754 0.09660
C: 3.34933 -0.26026 0.65396
N: -1.06082 0.11301 -1.16322
N: -1.48996 0.26139 1.08519
O: -2.46063 0.21576 -1.55853
Cl: 1.76491 0.34272 0.77958
H: 3.57638 -1.02056 1.49341
H: 3.93399 -0.14431 -0.28884
H: -0.46484 -0.55525 -1.82062
H: -1.21616 0.04797 2.06436
H: -2.59549 0.38992 1.07500
H: -2.58167 0.62715 -2.41689

Summary:
Energy above the lowest of the compared OMol25 structures with the same formula, charge and spin (kJ/mol): 602.5
Spin multiplicity: 1
Highest occupied orbital energy (alpha / beta) (eV): -12.775 / -14.453
Charge: +1

(4)
The following is a DFT calculation (ωB97M-V/def2-TZVPD) of the molecule C2H6ClN2P at a distorted geometry.

CARTESIAN COORDINATES (ANGSTROEM)
C: -1.57419 -1.33184 0.54969
C: 1.23508 0.18582 -0.49578
N: -1.42471 0.89577 -0.12421
N: -1.97430 -0.26608 0.18940
P: 0.14742 1.44447 0.32554
Cl: -4.02281 0.18143 -0.15419
H: -2.06447 -2.25057 0.76544
H: 1.04840 -0.82128 -0.12180
H: 2.26867 0.45134 -0.29169
H: 1.07986 0.22252 -1.57085
H: -2.13677 1.57172 -0.38441
H: 0.18694 0.82496 1.58789

Summary:
Energy above the lowest of the compared OMol25 structures with the same formula, charge and spin (kJ/mol): 307.1
Spin multiplicity: 1
Highest occupied orbital energy (eV): -9.089

(5)
The following is a DFT calculation (ωB97M-V/def2-TZVPD) of a cluster of 2 separate species, C2H6ClN3 in total at a distorted geometry.

CARTESIAN COORDINATES (ANGSTROEM)
C: -0.68308 -1.30408 0.25566
C: 0.79108 1.55294 -1.15465
N: 1.92036 2.00179 -0.84259
N: -1.42039 -2.09360 0.99691
N: -0.29844 -0.11675 0.63894
Cl: -0.40855 1.44254 -2.12286
H: -0.51798 -1.36140 -0.88810
H: 2.11653 1.81693 0.13299
H: 2.65046 2.63441 -1.21063
H: -1.98334 -2.88812 0.65460
H: -1.77921 -1.66509 1.86749
H: -0.38743 -0.01957 1.67224

Summary:
Energy above the lowest of the compared OMol25 structures with the same formula, charge and spin (kJ/mol): 437.8
Spin multiplicity: 1
Highest occupied orbital energy (alpha / beta) (eV): -20.833 / -18.305
Charge: +2

(6)
The following is a DFT calculation (ωB97M-V/def2-TZVPD) of a cluster of 2 separate species, C2H6ClN3 in total at a distorted geometry.

CARTESIAN COORDINATES (ANGSTROEM)
C: 0.98607 -1.77432 -1.32792
C: 1.82635 0.49777 -0.67344
N: 0.58638 -2.22647 -2.47247
N: 0.70951 3.15292 1.17282
N: 1.41450 -0.54282 -1.09408
Cl: 2.22171 1.91248 -0.11466
H: 0.76000 -2.39637 -0.47516
H: 0.11105 -3.14561 -2.38840
H: 0.61151 -1.92636 -3.43488
H: 0.77517 3.93311 1.84572
H: 0.45715 3.43752 0.19409
H: -0.00512 2.54111 1.53027

Summary:
Energy above the lowest of the compared OMol25 structures with the same formula, charge and spin (kJ/mol): 298.9
Spin multiplicity: 1
Highest occupied orbital energy (alpha / beta) (eV): -17.959 / -17.957
Charge: +2

(7)
The following is a DFT calculation (ωB97M-V/def2-TZVPD) of a cluster of 2 separate species, C2H6ClN4O in total at a distorted geometry.

CARTESIAN COORDINATES (ANGSTROEM)
C: -1.69053 -0.44629 -1.08801
C: 1.20853 -0.99915 -0.07392
N: 1.08009 0.24049 0.16431
N: 0.73897 1.41011 0.14524
N: 0.99511 2.22547 1.12797
N: 0.33450 -1.83151 0.45930
O: -2.50851 0.00712 -1.93540
Cl: -2.22838 0.22068 0.57871
H: 2.13263 -1.23467 -0.51572
H: 1.61899 1.83498 1.94929
H: 0.71794 3.16707 1.12388
H: -0.66133 -1.60219 0.50251
H: 0.39449 -2.81880 0.35839
H: -2.13250 -0.17330 -2.79655

Summary:
Spin multiplicity: 1
Highest occupied orbital energy (eV): -13.656
Charge: +1

(8)
The following is a DFT calculation (ωB97M-V/def2-TZVPD) of a cluster of 2 separate species, C2H6ClNS in total at a distorted geometry.

CARTESIAN COORDINATES (ANGSTROEM)
C: -0.57542 1.03652 -0.04933
C: 0.39871 -0.12786 0.09615
N: 0.81554 -0.73516 -1.02646
S: 1.12285 -0.49406 1.62249
Cl: -1.55600 -1.70346 0.32184
H: -1.08197 0.79489 -1.06144
H: -1.36505 0.73248 0.65114
H: -0.09935 1.95023 0.15895
H: 1.56623 -1.44118 -1.04249
H: 0.40099 -0.55390 -1.92422
H: 0.37346 0.54150 2.25336

Summary:
Energy above the lowest of the compared OMol25 structures with the same formula, charge and spin (kJ/mol): 114.7
Spin multiplicity: 1
Highest occupied orbital energy (eV): -8.292

(9)
The following is a DFT calculation (ωB97M-V/def2-TZVPD) of the molecule C2H6ClO2PS at a distorted geometry.

CARTESIAN COORDINATES (ANGSTROEM)
C: 0.58677 -2.02184 -0.09637
C: -0.90684 1.57966 0.14261
O: 2.22553 1.04902 1.65153
O: 0.83760 -1.10219 0.87191
P: 1.80426 0.40996 0.43144
S: 0.57572 1.34948 -0.88814
Cl: 3.23651 -0.27334 -0.61689
H: 0.02236 -2.80874 0.33520
H: 1.44729 -2.60665 -0.52666
H: 0.13628 -1.81329 -1.14412
H: -1.75613 1.54940 -0.47136
H: -0.70810 2.36165 0.80959
H: -0.99303 0.75024 0.83520

Summary:
Energy above the lowest of the compared OMol25 structures with the same formula, charge and spin (kJ/mol): 56.3
Spin multiplicity: 1
Highest occupied orbital energy (eV): -10.113

(10)
The following is a DFT calculation (ωB97M-V/def2-TZVPD) of the molecule C2H6ClO2PS at a distorted geometry.

CARTESIAN COORDINATES (ANGSTROEM)
C: 1.48727 1.92319 -0.64694
C: -0.67043 -1.53729 -0.84604
O: 2.23933 0.81209 -0.17628
O: 0.33068 -0.56364 -0.76449
P: 1.61067 -0.56884 0.21538
S: 1.29002 0.78743 3.98719
Cl: 0.46820 0.20865 2.26143
H: 1.66657 2.35468 -1.71876
H: 1.60026 2.66877 0.12715
H: 0.38376 1.59711 -0.47336
H: -0.29574 -2.54705 -0.82107
H: -1.05113 -1.39575 -1.95828
H: -1.36963 -1.41651 -0.08916

Summary:
Energy above the lowest of the compared OMol25 structures with the same formula, charge and spin (kJ/mol): 360.3
Spin multiplicity: 1
Highest occupied orbital energy (eV): -7.443

(11)
The following is a DFT calculation (ωB97M-V/def2-TZVPD) of a cluster of 2 separate species, C2H6ClPS2 in total at a distorted geometry.

CARTESIAN COORDINATES (ANGSTROEM)
C: 1.69900 -0.37785 0.17011
C: 0.49224 0.12397 -0.63607
P: -1.14753 -0.39900 0.17265
S: -1.38703 -2.25842 0.54848
S: -1.30264 0.82272 1.86692
Cl: -3.78012 0.87278 -1.41714
H: 1.78589 -1.49183 0.25111
H: 2.61733 -0.13664 -0.41427
H: 1.75030 0.30681 1.02312
H: 0.44850 -0.29581 -1.59717
H: 0.51381 1.17476 -0.90241
H: -1.68973 1.65851 0.93467

Summary:
Energy above the lowest of the compared OMol25 structures with the same formula, charge and spin (kJ/mol): 276.9
Spin multiplicity: 1
Highest occupied orbital energy (alpha / beta) (eV): -9.091 / -9.118

(12)
The following is a DFT calculation (ωB97M-V/def2-TZVPD) of a structure of composition C2H6Co2FN2O8P at a distorted geometry.

CARTESIAN COORDINATES (ANGSTROEM)
Co: 1.77418 -2.12910 -0.47974
Co: -0.48498 -2.04267 1.25551
P: 0.69030 -4.05385 1.49485
O: 1.80874 -5.00700 1.83579
O: 1.49228 -2.74398 1.52531
O: -0.44436 -3.56710 2.41728
O: 0.41102 -3.49622 0.08010
F: 0.20112 -0.83722 -0.19647
C: -2.00138 1.69080 0.46959
N: -1.94229 1.03824 1.83667
O: -1.45310 -0.11161 1.95189
O: -2.52848 1.65000 2.69304
H: -2.69804 2.52092 0.58646
H: -2.25556 1.05870 -0.38127
H: -1.04649 2.13172 0.18346
C: 1.65746 1.79187 -1.76724
N: 0.63322 2.30587 -2.68225
O: -0.47581 2.62134 -2.26350
O: 0.88926 2.24472 -3.89629
H: 1.80149 0.72611 -1.94474
H: 1.38914 1.89005 -0.71535
H: 2.58225 2.31841 -2.00311

Summary:
Energy above the lowest of the compared OMol25 structures with the same formula, charge and spin (kJ/mol): 178.4
Spin multiplicity: 7
Highest occupied orbital energy (alpha / beta) (eV): -9.045 / -8.765
⟨S²⟩: 12.02

(13)
The following is a DFT calculation (ωB97M-V/def2-TZVPD) of a structure of composition C2H6CsO2 at a distorted geometry.

CARTESIAN COORDINATES (ANGSTROEM)
Cs: -1.49923 -1.57462 -3.27904
C: 0.32060 0.99588 0.58756
C: 0.61217 -0.27346 -0.18603
O: -0.54846 -0.93019 -0.60406
O: -0.31959 0.76804 1.76153
H: -0.23523 1.64966 -0.08456
H: 1.19249 1.64723 0.64787
H: 1.08656 -1.01573 0.45591
H: 1.25488 -0.13491 -1.05541
H: -0.90031 -1.23079 0.23704
H: -0.96388 0.09889 1.51918

Summary:
Energy above the lowest of the compared OMol25 structures with the same formula, charge and spin (kJ/mol): 15.5
Spin multiplicity: 2
Highest occupied orbital energy (alpha / beta) (eV): -20.968 / -20.714
⟨S²⟩: 0.75
Charge: +2

(14)
The following is a DFT calculation (ωB97M-V/def2-TZVPD) of a structure of composition C2H6CsO3 at a distorted geometry.

CARTESIAN COORDINATES (ANGSTROEM)
O: -2.00284 0.14518 0.67452
Cs: 0.25153 1.13254 -1.44575
O: -0.25648 -0.81943 0.86541
C: -3.09533 -0.67430 0.41726
C: -3.00934 -1.42683 -0.91071
H: -3.19180 -1.41339 1.24426
H: -4.04257 -0.09351 0.43530
H: -2.10897 -2.06197 -0.94609
H: -3.88422 -2.07504 -1.07158
H: -2.95482 -0.72676 -1.76048
O: 1.56013 -1.31426 0.11121
H: 1.45726 -2.23745 -0.13499

Summary:
Energy above the lowest of the compared OMol25 structures with the same formula, charge and spin (kJ/mol): 283.0
Spin multiplicity: 1
Highest occupied orbital energy (alpha / beta) (eV): -1.972 / -1.986
Charge: -1

(15)
The following is a DFT calculation (ωB97M-V/def2-TZVPD) of the molecule C2H6F2N2 at a distorted geometry.

CARTESIAN COORDINATES (ANGSTROEM)
C: 0.71772 0.67310 0.13947
C: -0.25946 -0.28753 -0.47215
N: 0.00455 -1.68850 -0.06088
N: -1.81108 0.15609 0.18308
F: 1.43058 -1.96997 0.06581
F: -2.59567 -0.99715 0.06805
H: 0.14025 0.97038 1.03018
H: 0.67986 1.62674 -0.43959
H: 1.67713 0.31680 0.24362
H: -0.33740 -0.14439 -1.55340
H: -0.28814 -2.38236 -0.79719
H: -1.58684 0.19205 1.15930

Summary:
Energy above the lowest of the compared OMol25 structures with the same formula, charge and spin (kJ/mol): 469.8
Spin multiplicity: 1
Highest occupied orbital energy (eV): -10.123

(16)
The following is a DFT calculation (ωB97M-V/def2-TZVPD) of the molecule C2H6F4N2P2S at a distorted geometry.

CARTESIAN COORDINATES (ANGSTROEM)
C: 0.98721 -0.96051 0.93336
C: 1.98817 0.37432 -0.86988
N: -1.88864 0.77514 0.60258
N: 0.77990 0.14834 -0.08786
F: 0.05061 2.70165 0.69052
F: -0.49753 1.83856 -1.43353
F: -3.30812 -1.01497 1.42341
F: -3.83914 -0.17589 -0.68539
P: -0.51750 1.06442 -0.06194
P: -2.54529 -0.62635 0.08262
S: -1.68910 -2.09579 -0.80876
H: 2.08347 -1.09244 0.99075
H: 0.74215 -0.70547 2.04106
H: 0.55142 -1.80464 0.47191
H: 2.20457 -0.16620 -1.73846
H: 2.09278 1.33740 -1.32521
H: 2.80501 0.40241 -0.22518

Summary:
Energy above the lowest of the compared OMol25 structures with the same formula, charge and spin (kJ/mol): 73.3
Spin multiplicity: 1
Highest occupied orbital energy (eV): -9.978

(17)
The following is a DFT calculation (ωB97M-V/def2-TZVPD) of a structure of composition C2H6F5NO4PtTe at a distorted geometry.

CARTESIAN COORDINATES (ANGSTROEM)
Pt: -0.25887 -0.40926 0.14744
N: 1.69435 -0.86315 -0.10061
C: 2.25778 -1.35689 1.18542
C: 1.41897 -0.85149 2.35481
O: 1.76939 -0.98652 3.49261
O: 0.30470 -0.22335 2.00593
H: 1.78454 -1.55193 -0.83895
H: 2.16943 -0.00972 -0.39480
H: 3.28555 -1.02347 1.31298
H: 2.24696 -2.44482 1.18597
O: 1.34960 2.13189 -0.11220
H: 1.24912 2.41963 0.80196
H: 0.75897 2.69850 -0.61927
F: -1.11786 0.13924 -2.14727
Te: -2.91107 0.29598 -1.43465
F: -3.53370 -1.00630 -2.58717
F: -3.24787 1.49151 -2.79717
F: -2.30117 1.80746 -0.51000
F: -4.61299 0.58539 -0.78897
O: -2.30586 -0.84269 -0.15608

Summary:
Energy above the lowest of the compared OMol25 structures with the same formula, charge and spin (kJ/mol): 104.0
Spin multiplicity: 1
Highest occupied orbital energy (eV): -9.966

(18)
The following is a DFT calculation (ωB97M-V/def2-TZVPD) of a cluster of 2 separate species, C2H6FNO in total at a distorted geometry.

CARTESIAN COORDINATES (ANGSTROEM)
C: 1.45833 -0.76014 0.01390
C: -1.40543 -0.06738 -0.34701
N: -1.27810 1.00251 0.36361
O: 1.19015 0.37991 -0.78935
F: -2.72652 -0.41980 -0.37807
H: 1.91733 -0.29231 0.96539
H: 2.26004 -1.43775 -0.52779
H: 0.60340 -1.30432 0.41892
H: -0.27996 1.37149 0.36335
H: -1.97018 1.39433 1.06265
H: 0.23095 0.13347 -1.14560

Summary:
Energy above the lowest of the compared OMol25 structures with the same formula, charge and spin (kJ/mol): 247.5
Spin multiplicity: 1
Highest occupied orbital energy (eV): -10.023

(19)
The following is a DFT calculation (ωB97M-V/def2-TZVPD) of a cluster of 2 separate species, C2H6FNO in total at a distorted geometry.

CARTESIAN COORDINATES (ANGSTROEM)
C: -0.71929 0.99936 -0.17681
C: -0.61026 -0.35664 0.40153
N: 1.89466 -0.80658 -0.14027
O: -1.15357 -1.42557 -0.15724
F: 2.32596 0.52421 -0.05153
H: -1.60341 1.07033 -0.81032
H: -0.77494 1.74258 0.61541
H: 0.15423 1.24338 -0.78472
H: -0.33662 -0.50706 1.43216
H: 2.15395 -1.20504 0.77186
H: -1.33071 -1.27897 -1.10009

Summary:
Energy above the lowest of the compared OMol25 structures with the same formula, charge and spin (kJ/mol): 494.8
Spin multiplicity: 1
Highest occupied orbital energy (alpha / beta) (eV): -9.188 / -7.064

(20)
The following is a DFT calculation (ωB97M-V/def2-TZVPD) of a structure of composition C2H6FOP at a distorted geometry.

CARTESIAN COORDINATES (ANGSTROEM)
C: 1.14118 0.08686 -0.64590
C: 0.29088 1.08364 0.11156
O: -0.96196 0.63643 0.30174
F: -1.86554 -1.86676 -0.60406
P: -1.01233 -1.58059 0.69243
H: 0.49071 -0.23972 -1.55211
H: 2.09096 0.41859 -0.91788
H: 1.22555 -0.71913 0.25280
H: -0.02796 2.12941 -0.28638
H: 0.72521 1.38391 1.06729
H: -2.09670 -1.33263 1.58052

Summary:
Energy above the lowest of the compared OMol25 structures with the same formula, charge and spin (kJ/mol): 400.9
Spin multiplicity: 1
Highest occupied orbital energy (alpha / beta) (eV): -9.218 / -9.219

Quick rundown of electronic energy, same order as above: -16181.3498; -17664.2465; -19708.4941; -26958.8641; -19140.8140; -19142.2539; -22690.1013; -27018.0179; -38913.6945; -38910.5439; -45651.5183; -108784.4120; -6794.2446; -8856.0868; -10581.2802; -45438.4319; -35978.0966; -8423.8704; -8421.3069; -16222.6578 eV